Formula: C3H3O9Rb
Source: the OMol25 dataset
Level of theory: ωB97M-V/def2-TZVPD

```
16
Properties=species:S:1:pos:R:3
Rb 1.22833 -0.55030 -0.24903
O -0.80212 0.90650 2.80775
C 0.30169 0.36547 2.13691
O 0.83248 0.91513 1.11575
O 0.75269 -0.65123 2.67464
H -0.84079 0.47162 3.66273
O 1.41372 1.18716 -3.45870
C 0.50707 1.31830 -2.50754
O -0.20556 2.31557 -2.35306
O 0.35852 0.36401 -1.70717
H 1.41160 2.06880 -3.83861
O -0.93188 -0.73353 0.46543
C -0.75687 -2.01629 0.28705
O -1.77890 -2.71696 0.42300
O 0.39970 -2.50038 0.01112
H -1.88967 -0.74394 0.52971
```

Its spin multiplicity is 1. The value obtained for the LUMO energy is 4.6 eV. As for the charge: -2.

Mulliken atomic charge list, values in e, 4 entries: 0.73 -0.53 1.08 -0.87

Formula: C51H66AsN17O2PS2Ti
Source: the OMol25 dataset
Level of theory: ωB97M-V/def2-TZVPD

```
141
Properties=species:S:1:pos:R:3
Ti 0.77465 0.00811 -0.21254
C 0.70895 4.50023 -3.08145
C 0.88438 3.76941 -1.79656
N 1.40203 4.32700 -0.72514
N 1.41385 3.29210 0.15369
C 0.90615 2.17116 -0.36352
S -0.04514 0.12374 2.13163
N 0.54279 2.46602 -1.62276
N -0.73500 0.41498 -3.37707
H 1.06731 5.52314 -2.98241
H -0.34069 4.51784 -3.38329
H 1.27655 4.00675 -3.87218
H 1.75054 3.43358 1.08861
H -0.61738 0.32781 -4.38258
H -0.22231 1.24199 -3.02747
S 0.00144 -0.97522 -2.66460
C 1.51248 -0.95456 -3.59910
N 1.43635 -1.54778 -4.76210
N 2.58779 -1.37508 -5.53373
C 2.44303 -0.63631 -6.70184
C 1.21692 -0.53014 -7.36429
C 1.12402 0.20436 -8.53609
C 2.23098 0.84423 -9.07503
C 3.45172 0.73100 -8.41964
C 3.56186 0.00187 -7.25021
N 2.55204 -0.23661 -3.19022
N 2.53977 0.35835 -2.00681
C 3.46196 1.44784 -2.05661
C 3.86193 1.97419 -3.29919
C 4.73542 3.04350 -3.37756
C 5.24136 3.63400 -2.22886
C 4.83931 3.13917 -0.99938
C 3.96115 2.07147 -0.91087
H 3.38528 -1.08851 -4.97385
H 0.35347 -1.03103 -6.95070
H 0.16424 0.27740 -9.03420
H 2.14472 1.42509 -9.98387
H 4.32991 1.22452 -8.81826
H 4.51451 -0.06772 -6.73725
H 3.46555 1.54484 -4.20631
H 5.01487 3.42246 -4.35386
H 5.92899 4.46779 -2.29140
H 5.20957 3.58722 -0.08533
H 3.66313 1.73591 0.06273
C -0.86492 5.98950 4.05908
N -0.59203 4.91757 3.12460
C 0.34906 3.91260 3.59780
P -1.68033 4.55223 1.92366
O -1.32946 3.27335 1.28060
N -1.76025 5.91071 0.95339
C -2.44943 5.64399 -0.31415
C -0.53415 6.68703 0.73315
N -3.24077 4.47678 2.55117
C -3.45201 3.37717 3.48434
C -4.05809 5.63611 2.85239
H -1.31371 5.61697 4.98882
H -1.54281 6.71984 3.61610
H 0.06159 6.51020 4.31894
H 1.36937 4.30950 3.59611
H 0.10623 3.60706 4.62119
H 0.29850 3.03187 2.95980
H -1.89296 4.93327 -0.93403
H -2.56131 6.58451 -0.85581
H -3.44430 5.23921 -0.12264
H -0.03078 6.87893 1.67744
H -0.81675 7.64623 0.29372
H 0.16359 6.17522 0.06483
H -2.72907 2.58207 3.30177
H -4.45765 2.96222 3.36766
H -3.34493 3.71078 4.52459
H -3.78012 6.46752 2.20933
H -3.95418 5.95000 3.89991
H -5.11305 5.39943 2.68242
N 2.60650 -0.14430 0.73489
C 3.63218 -0.22775 1.26986
C 4.84432 -0.33546 1.91551
C 6.03479 -0.49251 1.16899
N 7.01357 -0.62450 0.57247
C 4.87213 -0.28129 3.32871
N 4.89528 -0.23673 4.48196
N -2.79536 1.47439 -1.60481
C -2.28203 0.94247 -0.49233
N -2.95651 1.01683 0.67874
O -1.21228 0.30165 -0.54650
H -3.72000 1.86317 -1.60775
H -2.31615 1.22468 -2.47184
H -3.55272 1.82232 0.79184
H -2.30649 0.87594 1.45403
C -6.05287 -6.60685 -0.57420
C -4.93970 -5.72605 -0.06949
C -4.67165 -4.50273 -0.67670
C -3.63934 -3.67235 -0.23313
C -3.35097 -2.35708 -0.89781
C -2.92471 -4.14472 0.84458
As -0.77942 -1.92871 1.53911
N 0.50807 -1.91475 0.18338
C 0.96952 -3.06864 -0.42918
C 2.11733 -3.00444 -1.23250
C 2.61249 -4.14244 -1.84840
C 1.98723 -5.36923 -1.67935
C 0.85355 -5.44394 -0.87989
C 0.35090 -4.31506 -0.25731
C -0.10283 -2.87842 3.14493
C 1.18588 -3.36091 3.39686
C 2.32118 -3.22280 2.42471
C 1.45121 -3.97494 4.62083
C 0.49134 -4.10262 5.60880
C 0.80286 -4.76966 6.92012
C -0.76928 -3.57250 5.36329
C -1.07964 -2.96268 4.15580
C -2.46159 -2.38016 3.99194
C -3.10059 -5.34863 1.48214
C -2.24142 -5.83203 2.61750
C -4.15103 -6.13665 0.99716
H -6.62797 -6.10533 -1.35222
H -6.73899 -6.87752 0.23036
H -5.66172 -7.53528 -0.99524
H -5.27011 -4.18514 -1.52547
H -3.91862 -2.26442 -1.82463
H -2.29021 -2.25979 -1.13225
H -3.61275 -1.52677 -0.23891
H 2.64286 -2.06286 -1.33995
H 3.50326 -4.06366 -2.45940
H 2.38112 -6.25710 -2.15656
H 0.34871 -6.39237 -0.73840
H -0.53590 -4.39838 0.35979
H 2.27372 -2.27029 1.90575
H 2.29857 -4.00914 1.66739
H 3.27427 -3.28632 2.94997
H 2.45463 -4.34440 4.80508
H 1.85076 -5.06342 6.97151
H 0.19420 -5.66582 7.05996
H 0.59804 -4.10224 7.75938
H -1.53219 -3.62880 6.13412
H -3.05529 -2.57373 4.88578
H -2.99178 -2.79990 3.13375
H -2.42224 -1.29633 3.84815
H -1.33498 -5.23878 2.72200
H -1.95625 -6.87327 2.45797
H -2.78026 -5.77697 3.56637
H -4.34036 -7.09989 1.46412
```

Its spin multiplicity is 3. The value obtained for the LUMO energy (alpha / beta) is 1.7 / 1.6 eV. As for the charge: -1.

Mulliken atomic charge list, values in e, 4 entries: -2.22 -1.87 0.74 -0.89

Formula: C21H22BrN4O4SW
Source: the OMol25 dataset
Level of theory: ωB97M-V/def2-TZVPD

```
54
Properties=species:S:1:pos:R:3
W -1.16309 -0.86729 1.26883
N 1.16038 -3.83479 3.23268
C 0.27351 -3.23197 2.43075
S -1.05012 -2.31987 3.22713
N 0.39109 -3.32344 1.14387
N -0.58135 -2.61607 0.45541
C -1.10400 -3.21020 -0.58090
C -2.26373 -2.71098 -1.25974
C -2.67494 -3.32260 -2.45850
C -3.81423 -2.92507 -3.11513
C -4.59750 -1.89525 -2.59100
C -4.24268 -1.28709 -1.40531
C -3.09679 -1.68945 -0.73061
O -2.78896 -1.16093 0.47028
H 0.98938 -3.88771 4.21863
H 1.90974 -4.36751 2.82420
H -0.67067 -4.15710 -0.88251
H -2.06511 -4.12424 -2.85784
H -4.10095 -3.41212 -4.03690
H -5.49267 -1.57866 -3.10846
H -4.83917 -0.49318 -0.97522
Br 3.91232 4.45109 5.56755
C 2.80430 3.31966 4.54569
C 3.38084 2.39284 3.68390
C 2.56872 1.54145 2.96692
C 1.17850 1.62873 3.09813
C 0.61315 2.58036 3.95479
C 1.42414 3.42428 4.68175
C 0.32060 0.71546 2.39678
O 0.75470 -0.30751 1.73032
O -0.96070 0.81448 2.38167
H 4.45606 2.34289 3.58516
H 2.99136 0.79747 2.30425
H -0.46370 2.63030 4.04667
H 1.00121 4.15677 5.35412
O -0.92699 0.58313 -0.34419
C 0.07885 1.04405 -0.94198
C 1.25932 0.18179 -1.30371
C 1.52018 0.07493 -2.83387
C 0.55902 0.89558 -3.69891
C 0.82400 2.40213 -3.63551
C 1.06380 2.89641 -2.20394
N 0.09693 2.32329 -1.27182
H 1.07615 -0.79808 -0.87292
H 2.13187 0.60180 -0.79781
H 1.43828 -0.97127 -3.12436
H 2.54510 0.38042 -3.05054
H -0.46978 0.67745 -3.39762
H 0.64736 0.57755 -4.73796
H -0.02737 2.93154 -4.06722
H 1.70434 2.65187 -4.23041
H 0.97411 3.97870 -2.15367
H 2.06902 2.63541 -1.87049
H -0.72383 2.86056 -1.03040
```

Its spin multiplicity is 1. The value obtained for the LUMO energy (alpha / beta) is -3.5 / -3.5 eV. As for the charge: +1.

Mulliken atomic charge list, values in e, 4 entries: 1.06 -0.40 0.66 -0.44

Formula: C2H4O2S
Source: the OMol25 dataset
Level of theory: ωB97M-V/def2-TZVPD

```
9
Properties=species:S:1:pos:R:3
C -0.93758 0.54842 1.21130
C 0.94918 -0.29160 -0.57902
O -1.05324 -1.50369 -1.01458
O -0.02663 1.25074 1.32768
S -0.10213 -1.41845 0.16423
H -2.13257 1.13956 1.11806
H 0.34058 0.65900 -0.45970
H 0.99322 -0.10450 -1.62319
H 1.96918 -0.27946 -0.14478
```

Its spin multiplicity is 1. The value obtained for the LUMO energy (alpha / beta) is -0.9 / -0.8 eV. As for the charge: 0.

Mulliken atomic charge list, values in e, 4 entries: -0.02 -0.74 -0.54 -0.28

Formula: C5H6N
Source: the OMol25 dataset
Level of theory: ωB97M-V/def2-TZVPD

```
12
Properties=species:S:1:pos:R:3
C 0.04226 -1.45675 0.48051
C 0.91774 -1.22567 1.80471
C -0.47109 0.75463 -1.02237
C -0.13776 0.14855 0.14716
C 0.58937 -0.08503 1.34246
N -0.48017 2.09510 -1.23796
H 0.90221 -1.71922 -0.13936
H -0.92216 -2.13734 0.55413
H 1.64831 -1.78270 2.39196
H -0.90092 0.25398 -1.89676
H -0.06621 2.69310 -0.57451
H -1.12158 2.46133 -1.84998
```

Its spin multiplicity is 1. The value obtained for the LUMO energy is -4.7 eV. As for the charge: +1.

Mulliken atomic charge list, values in e, 4 entries: -0.10 -0.56 0.06 -0.09

Formula: C23H11ClI2N2O8Sr
Source: the OMol25 dataset
Level of theory: ωB97M-V/def2-TZVPD

```
48
Properties=species:S:1:pos:R:3
Sr -0.32863 -0.18432 -0.92369
O -3.72703 4.59088 -2.46849
C -2.67913 3.73338 -2.23639
C -2.08243 3.03138 -3.27799
C -1.07953 2.12458 -2.96869
N -0.63833 1.97378 -1.73369
C -1.16843 2.66378 -0.74279
C -2.21303 3.55508 -0.93989
C -0.51633 2.37918 0.60931
O -0.90273 3.02178 1.58821
O 0.40207 1.52908 0.56791
C -0.40893 1.15428 -3.96439
O -0.31593 1.51018 -5.14169
O -0.02233 0.09008 -3.43399
H -3.93943 4.54668 -3.40979
H -2.41423 3.15008 -4.30199
H -2.65983 4.07278 -0.10589
Cl 4.67947 -5.53272 -1.18129
C 3.22427 -4.58402 -1.33679
C 2.10717 -5.17202 -1.88869
C 0.94347 -4.44352 -1.98019
I -0.78043 -5.33482 -2.80009
C 0.78737 -3.10072 -1.57109
O -0.29523 -2.48802 -1.64449
C 2.00977 -2.49852 -1.04579
N 1.92787 -1.21612 -0.68759
C 2.95867 -0.62522 -0.13529
C 4.17457 -1.28562 0.09331
C 4.30737 -2.59012 -0.29969
C 3.21307 -3.25152 -0.89639
H 2.14307 -6.19632 -2.22979
H 2.80987 0.40608 0.15431
H 4.99497 -0.75882 0.56471
H 5.23177 -3.12852 -0.14379
I -1.37403 2.12658 7.20961
C -1.40853 1.34738 5.22691
C -0.21473 1.19638 4.55551
C -0.24053 0.63228 3.29451
C -1.44673 0.26178 2.71451
C -2.63273 0.44398 3.40721
C -2.62183 0.98648 4.68301
C -1.38583 -0.32072 1.31801
O -2.18523 0.09528 0.46241
O -0.50803 -1.17632 1.11941
H 0.71897 1.50218 5.00501
H 0.66567 0.49328 2.72701
H -3.56793 0.14888 2.95221
H -3.54153 1.12048 5.23701
```

Its spin multiplicity is 1. The value obtained for the LUMO energy is 3.5 eV. As for the charge: -2.

Mulliken atomic charge list, values in e, 4 entries: 1.82 -0.56 1.27 -0.53

Computed relative energy (zero: lowest compared OMol25 entry of this formula, charge and spin) (kJ/mol) in order:
842.53 269.56 47.53 488.61 482.49 157.31